Density functional theory data (ωB97M-V with the def2-TZVPD basis set) for a cluster of 9 separate species, C39H82O17Si in total at a distorted geometry.

Last column: Löwdin charge in e.
Positions of all 139 atoms, in Å:
C 3.6222 -3.5299 -0.1935  -0.059
C 3.5732 -2.3306 -1.1706  -0.381
C 5.0148 -1.8685 -1.5327  -0.068
C 2.8473 -1.1418 -0.5626  -0.187
C 1.3705 -1.4062 -0.2252  -0.353
C 1.0174 -0.5712 1.0210  -0.064
C 0.4757 -1.0295 -1.4138  -0.239
O -0.4187 -2.0538 -1.8636  -0.337
Si -1.6429 -2.5300 -0.8334  0.598
H 2.9350 -4.3003 -0.5271  0.075
H 4.6148 -3.9521 -0.1116  0.063
H 3.2409 -3.2196 0.7717  0.048
H 3.0763 -2.6306 -2.0903  0.126
H 5.7732 -2.5163 -1.1116  0.059
H 5.1339 -1.8064 -2.6099  0.067
H 5.1904 -0.8647 -1.1537  0.063
H 3.3300 -0.9198 0.3881  0.088
H 2.9458 -0.2383 -1.1629  0.122
H 1.2999 -2.4576 0.0270  0.097
H 1.3646 -1.0971 1.9035  0.068
H -0.0370 -0.3512 1.1086  0.054
H 1.5838 0.3590 0.9767  0.079
H -0.0471 -0.0944 -1.1941  0.108
H 1.1166 -0.8114 -2.2656  0.112
H -1.2448 -2.3568 0.5746  -0.042
H -2.9091 -1.8264 -1.1176  -0.076
H -1.8472 -3.9779 -1.0567  -0.067
C -3.1747 2.7558 -1.3093  -0.061
C -3.2341 3.4275 0.0478  -0.236
O -2.5511 2.6732 1.0509  -0.003
C -1.2157 2.7539 1.2465  -0.523
C -0.3632 3.4905 0.2430  0.019
O -0.7372 2.1779 2.1846  0.098
H -2.1500 2.6727 -1.6715  0.068
H -3.7521 3.3235 -2.0404  0.077
H -3.5820 1.7463 -1.2462  0.080
H -2.8621 4.4532 0.0183  0.106
H -4.2673 3.4768 0.3888  0.122
H 0.0606 2.7686 -0.4547  0.093
H 0.4480 3.9803 0.7746  0.098
H -0.8873 4.2588 -0.3173  0.048
C 0.1237 -3.0995 5.9176  -0.061
C -0.6919 -2.9983 4.6472  -0.221
O 0.1443 -3.0106 3.4791  -0.010
C 0.6354 -4.1205 2.9046  -0.501
C 0.5472 -5.4495 3.6059  0.030
O 1.2048 -3.9955 1.8459  0.072
H 0.6614 -4.0464 5.9741  0.073
H -0.5252 -3.0225 6.7904  0.080
H 0.8628 -2.2977 5.9560  0.080
H -1.4641 -3.7680 4.6015  0.090
H -1.1993 -2.0344 4.6102  0.123
H 1.4866 -5.6320 4.1248  0.074
H 0.4080 -6.2196 2.8489  0.097
H -0.2753 -5.5341 4.3135  0.045
C -3.2126 8.2066 -0.6729  -0.056
C -1.7594 8.4883 -0.3472  -0.231
O -0.9256 7.3448 -0.5682  -0.005
C -0.4289 7.0180 -1.7773  -0.525
C -0.9292 7.7365 -3.0058  0.011
O 0.3521 6.1083 -1.8538  0.102
H -3.3553 7.9630 -1.7263  0.061
H -3.8289 9.0748 -0.4391  0.084
H -3.5688 7.3571 -0.0893  0.077
H -1.3733 9.3534 -0.8881  0.113
H -1.6527 8.7092 0.7134  0.122
H -1.7216 7.1440 -3.4626  0.095
H -0.1026 7.8270 -3.7072  0.094
H -1.3034 8.7389 -2.8138  0.063
C -5.1555 -8.2783 4.0100  -0.063
C -4.0211 -8.5424 4.9780  -0.231
O -2.9751 -7.5730 4.8554  0.015
C -2.9980 -6.3802 5.4669  -0.495
C -4.2543 -5.9080 6.1575  0.021
O -2.0193 -5.6808 5.3976  0.080
H -5.6387 -7.3211 4.2058  0.068
H -5.9081 -9.0632 4.0842  0.082
H -4.7776 -8.2492 2.9882  0.085
H -4.3616 -8.6098 6.0120  0.114
H -3.5481 -9.4934 4.7412  0.123
H -4.8020 -5.2601 5.4743  0.100
H -3.9641 -5.3305 7.0317  0.094
H -4.9099 -6.7073 6.4925  0.070
C 4.9650 -0.8760 2.6846  -0.062
C 6.1126 -1.1514 3.6326  -0.232
O 7.1345 -0.1531 3.5497  0.000
C 7.0779 1.0171 4.2150  -0.530
C 5.8006 1.4174 4.9175  0.010
O 8.0346 1.7425 4.1909  0.102
H 4.4606 0.0607 2.9239  0.074
H 4.2295 -1.6806 2.7280  0.080
H 5.3331 -0.7913 1.6619  0.076
H 5.7780 -1.2720 4.6643  0.113
H 6.6054 -2.0813 3.3536  0.122
H 5.2375 2.0801 4.2621  0.097
H 6.0674 1.9606 5.8205  0.090
H 5.1660 0.5843 5.2084  0.067
C -2.5510 8.6893 -8.3539  -0.053
C -3.9677 8.9799 -7.9068  -0.226
O -4.2852 8.3213 -6.6738  0.006
C -3.9655 8.8084 -5.4685  -0.533
C -3.0389 9.9953 -5.3532  0.013
O -4.3705 8.2418 -4.4855  0.085
H -1.8169 9.0707 -7.6429  0.070
H -2.3565 9.1465 -9.3240  0.086
H -2.3913 7.6139 -8.4362  0.063
H -4.1742 10.0495 -7.8364  0.113
H -4.6737 8.5717 -8.6273  0.123
H -2.0322 9.6192 -5.1753  0.082
H -3.3534 10.5863 -4.4960  0.092
H -3.0226 10.6600 -6.2131  0.071
C 3.8553 -10.7388 3.4216  -0.065
C 3.1018 -9.5244 2.9193  -0.235
O 2.6312 -8.7034 3.9916  0.000
C 3.3924 -7.7739 4.5988  -0.526
C 4.8744 -7.7113 4.3118  0.016
O 2.8757 -7.0408 5.3985  0.094
H 4.7533 -10.4574 3.9714  0.068
H 4.1502 -11.3751 2.5869  0.082
H 3.2266 -11.3167 4.0989  0.083
H 3.6862 -8.9342 2.2123  0.115
H 2.2022 -9.8404 2.3943  0.123
H 5.4025 -8.2523 5.0957  0.096
H 5.1799 -6.6684 4.3382  0.092
H 5.1629 -8.1145 3.3445  0.069
C -2.8883 3.2868 -6.0016  -0.061
C -3.5287 3.6348 -7.3294  -0.231
O -2.8250 4.6816 -8.0053  -0.006
C -1.7408 4.4735 -8.7760  -0.526
C -1.0809 3.1154 -8.7978  0.014
O -1.2889 5.4053 -9.3859  0.099
H -1.8754 2.9045 -6.1292  0.070
H -3.4767 2.5300 -5.4825  0.082
H -2.8249 4.1751 -5.3729  0.079
H -3.6401 2.7657 -7.9795  0.113
H -4.5278 4.0329 -7.1625  0.124
H -0.2446 3.1254 -8.1003  0.098
H -0.6992 2.9403 -9.8004  0.091
H -1.7426 2.2901 -8.5472  0.069

Atomic forces in eV per Å
C -0.805 0.448 -0.497
C 1.195 0.177 0.046
C -0.608 0.177 -0.154
C -0.506 -0.446 0.566
C 0.095 0.816 0.158
C 0.582 -0.311 -0.366
C 0.535 -0.284 -0.423
O -0.496 0.149 0.746
Si 0.553 -0.462 -0.304
H -0.027 -0.286 0.038
H 0.182 -0.084 0.076
H 0.205 -0.090 0.368
H -0.145 -0.083 -0.118
H 0.186 -0.164 -0.074
H 0.214 -0.089 -0.170
H 0.125 0.138 0.126
H 0.303 0.054 0.082
H 0.008 0.093 -0.238
H -0.422 -0.230 -0.119
H -0.132 -0.088 0.277
H -0.240 0.028 0.156
H -0.217 0.315 0.013
H -0.299 -0.004 0.056
H -0.009 -0.039 -0.244
H -0.098 0.140 0.042
H -0.038 0.159 -0.003
H -0.096 0.051 -0.099
C 0.111 -0.087 -0.001
C -0.037 0.036 -0.163
O -0.156 0.002 0.190
C 0.287 -0.141 -0.191
C -0.153 0.375 0.109
O -0.137 0.036 0.065
H 0.011 0.073 -0.017
H -0.020 0.008 0.013
H -0.054 0.021 0.009
H 0.055 -0.019 -0.029
H 0.018 -0.045 0.082
H 0.008 -0.029 0.005
H 0.079 -0.140 0.018
H 0.039 -0.066 -0.095
C 0.175 -0.074 -0.033
C -0.080 -0.077 0.163
O -0.136 0.233 -0.138
C 0.201 -0.132 0.022
C -0.488 0.066 -0.045
O -0.078 -0.033 0.078
H -0.083 -0.041 0.024
H -0.017 0.004 -0.007
H -0.054 0.046 0.015
H 0.277 0.033 -0.110
H 0.093 0.038 -0.119
H 0.009 -0.006 0.029
H 0.178 0.020 -0.040
H 0.251 0.087 -0.050
C 0.056 -0.150 -0.141
C -0.230 0.096 0.006
O 0.149 -0.041 0.166
C -0.158 -0.160 -0.203
C 0.208 0.420 -0.013
O -0.012 0.016 0.090
H -0.014 0.094 -0.025
H 0.003 0.005 0.023
H -0.002 0.043 0.070
H -0.002 -0.028 -0.053
H 0.080 -0.074 0.013
H -0.036 0.012 0.011
H 0.005 -0.204 -0.021
H -0.150 -0.072 0.022
C 0.025 0.151 -0.027
C -0.202 -0.076 -0.044
O 0.196 -0.117 0.003
C -0.052 0.204 -0.070
C 0.010 -0.228 0.314
O -0.391 -0.265 0.241
H -0.037 -0.021 0.058
H 0.013 -0.020 0.001
H 0.010 -0.062 0.001
H -0.019 0.062 -0.001
H 0.102 0.042 -0.003
H 0.003 0.012 -0.018
H 0.057 0.119 -0.103
H -0.049 0.004 -0.116
C 0.006 0.164 -0.018
C -0.205 -0.075 -0.034
O 0.199 -0.108 0.002
C -0.080 0.205 -0.018
C 0.004 -0.249 0.282
O -0.018 -0.085 -0.020
H -0.053 -0.033 0.054
H 0.014 -0.016 -0.011
H 0.028 -0.086 -0.001
H -0.020 0.052 0.001
H 0.101 0.049 -0.009
H -0.006 0.011 -0.017
H 0.059 0.129 -0.098
H -0.050 0.017 -0.119
C 0.080 -0.122 0.171
C 0.219 0.091 -0.196
O -0.284 -0.083 0.044
C 0.205 -0.075 0.083
C -0.216 0.352 -0.075
O 0.020 -0.020 -0.019
H -0.016 0.100 -0.027
H -0.022 -0.007 -0.014
H -0.038 0.004 -0.102
H 0.027 0.002 0.095
H -0.047 -0.063 0.074
H 0.029 0.016 -0.010
H 0.060 -0.137 0.116
H 0.061 -0.141 -0.098
C 0.038 0.046 0.133
C 0.116 -0.144 -0.077
O -0.204 0.060 -0.030
C 0.144 0.017 0.138
C -0.011 0.122 -0.354
O 0.022 -0.062 -0.015
H 0.040 0.017 -0.057
H -0.019 0.000 -0.012
H -0.036 -0.018 -0.047
H 0.039 0.010 0.039
H -0.062 0.064 0.052
H 0.001 -0.006 0.021
H -0.029 0.003 0.163
H 0.003 -0.104 0.062
C 0.147 0.053 -0.027
C -0.031 -0.144 0.171
O -0.145 0.145 -0.101
C 0.204 0.005 0.104
C -0.281 -0.192 -0.197
O -0.049 0.007 -0.004
H -0.017 -0.068 -0.022
H -0.020 0.006 -0.002
H -0.069 0.005 0.008
H 0.068 -0.008 0.002
H 0.021 0.094 -0.055
H 0.014 0.012 0.013
H 0.118 0.119 0.025
H 0.032 0.032 0.120

The calculation puts the HOMO-LUMO gap at 10.008 eV. The value obtained for the lowest unoccupied orbital energy is 0.52 eV. As for the molecular weight: 851.154 Da. Its multiplicity is 1. As for the structure (SMILES): CC(C)C[C@@H](C)CO[SiH3].CCOC(C)=O.CCOC(C)=O.CCOC(C)=O.CCOC(C)=O.CCOC(C)=O.CCOC(C)=O.CCOC(C)=O.CCOC(C)=O. Its charge is 0. The calculation puts the total energy at -3103.7952 Eh.